ORCA calculation (ωB97M-V/def2-TZVPD) on 3 unconnected molecules or ions with the total composition C11H22BrO8S2.

The total energy is -119848.852 eV. The net charge is +1. The calculation puts the energy above the lowest of the compared OMol25 structures with the same formula, charge and spin at 0.0 kJ/mol. As for the LUMO energy: -0.2039 hartree. Its HOMO-LUMO gap is 6.63 eV.

Cartesian coordinates (Å):
C 7.82471 0.46380 -3.47963
C 7.05955 1.70479 -3.19949
O 7.33144 2.78867 -3.58195
O 5.88674 1.56610 -2.38388
C 4.69803 1.63710 -3.03837
S 3.66855 0.04950 -2.92205
S 3.04296 -0.30390 -4.81959
Br 5.02875 -1.53132 -2.37049
H 7.63026 -0.32696 -2.76802
H 8.87595 0.73334 -3.43194
H 7.60242 0.14277 -4.49395
H 4.78076 1.89279 -4.09346
H 4.03066 2.34464 -2.54755
H 4.17768 0.04863 -5.43712
C -1.97713 -1.47384 0.11033
C -0.91075 -2.48510 0.45799
O 0.40292 -2.04876 0.03727
C 0.98361 -1.15589 0.82370
O 0.55399 -0.68820 1.84028
O 2.17896 -0.85133 0.28516
C 2.90576 0.14171 1.01610
H -1.94912 -1.23771 -0.95439
H -2.96303 -1.86674 0.35371
H -1.83886 -0.54969 0.66847
H -1.06838 -3.42098 -0.07244
H -0.89239 -2.69786 1.52517
H 2.99002 -0.12903 2.06474
H 2.42081 1.11312 0.92917
H 3.89804 0.17894 0.57017
C -8.03465 -0.04100 2.08245
C -6.92053 -0.99614 2.44669
O -5.63718 -0.51632 2.00233
C -5.08441 0.41713 2.77309
O -5.53328 0.85646 3.79674
O -3.92504 0.77599 2.21723
C -3.22877 1.81014 2.92008
H -8.02434 0.16432 1.01177
H -8.99835 -0.47630 2.34438
H -7.92813 0.90301 2.61415
H -7.04612 -1.95014 1.93937
H -6.88492 -1.18014 3.51905
H -3.10678 1.55109 3.96842
H -3.76386 2.75384 2.83338
H -2.25656 1.88945 2.44291

ORCA calculation (ωB97M-V/def2-TZVPD) on 2 unconnected molecules or ions with the total composition C11H22FN3O3P.

The total energy is -34375.279 eV. The net charge is +1. The calculation puts the energy above the lowest of the compared OMol25 structures with the same formula, charge and spin at 134.1 kJ/mol. As for the LUMO energy: -0.1231 hartree. Its HOMO-LUMO gap is 8.35 eV.

Cartesian coordinates (Å):
C -2.55858 1.18103 -1.82714
O -1.21534 0.65762 -2.00848
C -1.23227 -0.73977 -1.84874
N -0.63556 -1.17307 -0.54795
C -0.21472 -0.42575 0.51894
N 0.21232 -1.28886 1.48216
C 0.72904 -1.00848 2.83876
C -0.28268 -1.58199 3.90642
C -1.79688 -1.46818 3.47179
F 0.03801 -2.93756 4.18651
C 0.13189 -2.65214 1.09804
C -0.44231 -2.50530 -0.21394
P -0.79855 -4.08122 -1.13471
O -1.34586 -3.78954 -2.49797
H -2.54487 2.26607 -2.09837
H -2.89411 1.07071 -0.76483
H -3.26644 0.68423 -2.54412
H -2.30032 -1.09796 -1.83505
H -0.69648 -1.26902 -2.67206
H -0.21574 0.67883 0.60291
H 0.80506 0.09361 3.05049
H 1.77041 -1.40656 2.97404
H -0.16917 -0.98014 4.84053
H -2.02204 -2.41982 2.91057
H -1.96263 -0.64255 2.72680
H -2.48631 -1.33852 4.33680
H 0.42847 -3.54257 1.68361
H 0.40569 -4.83971 -1.10926
H -1.75475 -4.82146 -0.36810
C 0.89697 2.51372 -1.90753
C 1.31204 3.72999 -1.11967
O 0.50353 4.40273 -0.49625
N 2.62914 4.06736 -1.11740
C 3.72636 3.39912 -1.78991
H -0.16886 2.37682 -1.81463
H 1.13762 2.64842 -2.96369
H 1.39784 1.62427 -1.51705
H 2.83094 4.89095 -0.56949
H 4.45709 3.08935 -1.04026
H 4.19807 4.10680 -2.47356
H 3.39398 2.52856 -2.34825

ORCA calculation (ωB97M-V/def2-TZVPD) on a molecular structure, C11H22HgN6O5S2.

The total energy is -56774.972 eV. The calculation puts the energy above the lowest of the compared OMol25 structures with the same formula, charge and spin at 618.3 kJ/mol. As for the LUMO energy (alpha / beta): 0.0071 / 0.0054 hartree. Its HOMO-LUMO gap (alpha / beta) is 6.28 / 3.90 eV.

Cartesian coordinates (Å):
O 4.25820 2.36560 -1.79590
H 4.44990 2.76220 -2.65190
Hg 0.00000 0.00000 0.00000
N -1.74740 -0.48250 -0.77400
N 0.62420 -0.45490 -1.80580
O -3.02530 -0.46250 -0.18210
O 1.94180 -0.50560 -2.30470
C -1.69250 -0.88550 -1.99120
C -0.28340 -0.92910 -2.57660
C -2.87800 -1.34230 -2.84870
C -0.07470 -1.49390 -3.98660
H -3.81910 -0.90890 -2.51020
H -2.98320 -2.42620 -2.80940
H -2.76590 -1.04520 -3.89080
H 0.94200 -1.85630 -4.13630
H -0.26410 -0.72810 -4.73810
H -0.72770 -2.34300 -4.18660
H -2.84700 -0.15750 0.71970
H 2.42540 0.06670 -1.67780
O 0.21600 -2.32930 0.46580
H -0.60850 -1.77400 0.31290
H 0.96460 -1.83420 0.00810
C 2.97730 2.71440 -1.42950
H 2.77640 2.62810 -0.37110
H 2.22040 2.35390 -2.11150
H 2.91930 3.79350 -1.57430
O -0.94370 2.14530 -0.10390
H -1.26400 1.36860 -0.65990
H -0.79120 1.76050 0.80930
N -3.04930 0.99800 2.60280
C -1.77900 0.48930 2.98050
N -0.69800 0.21270 2.15530
C 0.42340 0.24690 2.92500
C 0.22120 0.30830 4.30860
S -1.39580 0.46270 4.60950
C 1.76910 0.31820 2.32340
C 2.88840 0.48800 3.14060
S 4.24140 0.45980 2.21460
C 3.38480 0.17130 0.80750
N 1.99780 0.23410 0.96370
N 4.14080 -0.28730 -0.29980
H -3.75870 1.16910 3.33020
H -3.18280 1.51050 1.71970
H 0.96540 0.33190 5.08930
H 2.91690 0.59590 4.21360
H 3.80920 -1.07070 -0.87440
H 5.16660 -0.18950 -0.27290